{
  "formula": "C31H52N7O2PSc",
  "method": "ωB97M-V/def2-TZVPD",
  "molar_mass_g_mol": 630.7,
  "homo_energy_ha": -0.578,
  "total_charge": 3,
  "relative_energy_kcal_mol": 8.6,
  "symbols": ["Sc", "C", "C", "C", "C", "C", "C", "C", "C", "C", "C", "H", "H", "H", "H", "H", "H", "H", "H", "H", "H", "H", "H", "H", "H", "H", "C", "C", "N", "C", "C", "C", "O", "C", "C", "C", "C", "N", "C", "H", "H", "H", "H", "H", "H", "H", "H", "H", "H", "H", "H", "H", "H", "N", "C", "H", "C", "N", "C", "C", "C", "O", "H", "H", "H", "H", "H", "H", "H", "H", "H", "C", "N", "C", "N", "C", "N", "C", "P", "C", "C", "H", "H", "H", "H", "H", "H", "H", "H", "H", "H", "H", "H", "H"],
  "xyz": [[-0.72521, -0.39807, 1.24852], [-1.75601, 1.11283, 2.81594], [-2.34652, -0.15488, 3.05465], [-1.33616, -1.02945, 3.52613], [-0.11796, -0.32064, 3.55137], [-0.37788, 1.01709, 3.12833], [0.51445, 2.20774, 3.34566], [1.16528, -0.84015, 4.13351], [-1.56765, -2.39995, 4.08013], [-3.81911, -0.43703, 3.10544], [-2.49783, 2.38837, 2.54896], [0.43053, 2.95567, 2.55546], [1.56354, 1.92695, 3.45133], [0.22790, 2.70044, 4.27616], [1.98439, -0.13443, 3.99106], [1.46262, -1.80533, 3.71331], [1.06067, -0.98334, 5.21035], [-2.12942, -3.04639, 3.40268], [-2.15399, -2.32476, 4.99782], [-0.63218, -2.90047, 4.32898], [-4.39419, 0.21381, 2.44772], [-4.17992, -0.25815, 4.12041], [-4.05939, -1.47502, 2.86631], [-1.89351, 3.11777, 2.00897], [-2.78668, 2.84473, 3.49803], [-3.41101, 2.22541, 1.97670], [0.26339, 0.92270, -4.80597], [-1.24288, 1.14385, -4.88727], [-1.65067, 2.47996, -4.47149], [-1.41949, 3.61171, -5.39042], [-0.20715, 4.45340, -5.01887], [-2.23181, 2.75913, -3.29018], [-2.55560, 3.87146, -2.91903], [-2.55912, 1.63095, -2.33765], [-3.79762, 0.99172, -2.38003], [-4.15160, 0.12864, -1.35421], [-3.26449, -0.04280, -0.30917], [-2.05937, 0.53955, -0.27550], [-1.72348, 1.36134, -1.27969], [0.51206, -0.12105, -5.01477], [0.63233, 1.18988, -3.80885], [0.79660, 1.53758, -5.53148], [-1.76150, 0.41243, -4.26861], [-1.58559, 0.98930, -5.91040], [-2.31484, 4.22919, -5.38104], [-1.31245, 3.18832, -6.38861], [-0.36145, 4.94408, -4.05858], [-0.05607, 5.22624, -5.77275], [0.70300, 3.85111, -4.97241], [-4.48181, 1.19121, -3.19708], [-5.11558, -0.36212, -1.33603], [-3.53321, -0.65074, 0.54827], [-0.75517, 1.84895, -1.21027], [-0.45145, -1.89680, -2.09306], [-0.15818, -1.27064, -1.16680], [-0.68580, -2.44384, -2.90223], [-0.79420, -5.97334, 0.49542], [-0.34217, -4.59894, 0.78311], [1.09169, -4.43913, 1.02899], [-1.18604, -3.59771, 0.88961], [-2.65532, -3.83464, 0.72042], [-0.77649, -2.41894, 1.13224], [0.06016, -6.53949, 0.13642], [-1.55889, -5.98106, -0.27455], [-1.17555, -6.45478, 1.39575], [1.39557, -5.12398, 1.81953], [1.30120, -3.42086, 1.33537], [1.64913, -4.68257, 0.12463], [-2.90649, -3.89943, -0.34202], [-3.19846, -2.99939, 1.15276], [-2.97950, -4.75839, 1.19369], [4.93115, 1.76577, 0.99673], [4.90064, 0.22175, 0.90848], [5.06642, -0.17058, -0.57305], [4.06351, 0.45366, -1.36474], [4.13198, 1.91176, -1.23279], [3.93651, 2.32869, 0.15494], [2.57598, 2.09934, 0.63294], [2.12116, 0.28851, 0.60303], [3.63224, -0.34191, 1.48638], [2.72023, -0.07026, -1.12328], [5.92958, 2.05976, 0.67821], [4.78396, 2.02731, 2.04295], [5.69350, -0.14848, 1.43725], [5.01025, -1.25606, -0.62221], [6.06128, 0.16078, -0.86392], [3.36893, 2.36794, -1.86007], [5.10776, 2.25333, -1.57526], [1.87440, 2.65277, 0.00686], [2.46710, 2.48171, 1.64554], [3.67889, -1.42817, 1.41728], [3.58606, -0.07335, 2.54087], [2.02712, 0.37005, -1.84075], [2.71098, -1.14918, -1.28645]],
  "forces_ev_per_angstrom": [[0.4, -0.3, -0.2], [-0.1, 0.2, 0.2], [-0.1, 0.1, 0.1], [-0.1, -0.1, 0.1], [0.1, 0.1, 0.3], [0.0, 0.2, 0.3], [0.0, -0.1, -0.1], [0.0, 0.0, -0.1], [0.0, -0.1, -0.1], [0.0, -0.1, -0.1], [0.0, -0.1, -0.2], [0.0, 0.0, 0.0], [0.0, 0.0, 0.0], [0.0, 0.0, 0.0], [0.0, 0.0, 0.0], [0.0, 0.0, 0.0], [0.0, 0.0, 0.0], [0.0, 0.0, 0.0], [0.0, 0.0, 0.0], [0.0, 0.0, 0.0], [0.0, 0.0, 0.0], [0.0, 0.0, 0.0], [0.0, 0.0, 0.0], [0.0, 0.0, 0.0], [0.0, 0.0, 0.0], [0.0, 0.0, 0.0], [0.0, 0.0, 0.0], [0.0, 0.1, 0.0], [0.0, 0.0, 0.0], [0.1, -0.1, 0.1], [0.0, 0.0, 0.0], [-0.1, 0.0, -0.1], [0.1, 0.0, 0.0], [-0.2, 0.0, -0.2], [0.0, 0.0, 0.0], [0.0, 0.2, 0.0], [-0.1, -0.1, 0.0], [-0.3, 0.1, 0.0], [0.2, 0.1, 0.2], [0.0, 0.1, 0.0], [0.0, -0.1, 0.0], [0.0, 0.0, 0.0], [0.0, 0.0, 0.0], [0.0, 0.0, 0.0], [0.0, 0.0, 0.0], [0.0, 0.0, 0.0], [0.0, 0.0, 0.0], [0.0, 0.0, 0.0], [0.0, 0.0, 0.0], [0.0, 0.0, 0.0], [0.0, 0.0, 0.0], [0.0, -0.1, -0.1], [0.0, 0.0, 0.0], [0.1, 0.0, 0.0], [-0.1, -0.1, -0.3], [0.0, 0.0, 0.0], [0.1, 0.1, 0.1], [0.0, -0.2, 0.0], [-0.1, 0.0, 0.0], [0.0, 0.1, 0.2], [0.0, 0.0, -0.1], [-0.1, -0.4, -0.1], [0.0, 0.0, 0.0], [0.0, 0.0, 0.0], [0.0, 0.0, 0.0], [0.0, 0.0, 0.0], [0.0, 0.0, 0.0], [0.0, 0.0, 0.0], [0.0, 0.0, 0.0], [0.0, 0.0, 0.0], [0.0, 0.0, 0.0], [-0.1, 0.0, 0.0], [-0.1, 0.0, 0.0], [-0.1, 0.1, 0.0], [0.0, 0.0, 0.0], [0.0, -0.1, 0.0], [0.0, 0.0, 0.0], [0.1, -0.1, -0.1], [0.1, 0.3, 0.0], [0.0, 0.1, 0.0], [0.1, 0.0, 0.1], [0.0, 0.0, 0.0], [0.0, 0.0, 0.0], [0.0, 0.0, 0.0], [0.0, 0.0, 0.0], [0.0, 0.0, 0.0], [0.0, 0.0, 0.0], [0.0, 0.0, 0.0], [0.0, 0.0, 0.0], [0.1, 0.0, 0.0], [0.0, 0.0, 0.0], [0.0, 0.0, 0.0], [0.0, 0.0, 0.0], [0.0, 0.0, 0.0]]
}

{
  "formula": "C31H53ClN2O6P2PdSi2",
  "method": "ωB97M-V/def2-TZVPD",
  "molar_mass_g_mol": 809.8,
  "homo_energy_ha": [-0.144, -0.285],
  "total_charge": 0,
  "multiplicity": 5,
  "relative_energy_kcal_mol": 0.0,
  "symbols": ["Pd", "C", "C", "C", "Si", "C", "C", "Si", "H", "H", "H", "Cl", "C", "C", "C", "C", "H", "H", "H", "H", "H", "H", "H", "H", "H", "H", "H", "H", "C", "C", "P", "H", "H", "P", "H", "H", "C", "C", "C", "C", "C", "H", "C", "H", "H", "H", "H", "H", "H", "H", "C", "C", "H", "H", "H", "H", "H", "H", "H", "C", "C", "H", "H", "H", "H", "H", "H", "C", "C", "H", "H", "H", "H", "H", "H", "H", "C", "H", "H", "H", "O", "C", "O", "C", "C", "C", "C", "C", "C", "N", "O", "O", "N", "O", "O", "H", "H", "H"],
  "xyz": [[-0.80139, 0.03982, -0.69235], [-2.45560, -0.40180, 0.80061], [-2.85870, -0.42312, -0.59279], [-2.57787, -1.77982, -1.04131], [-3.70149, 1.04394, -1.41263], [-2.11315, -2.53591, 0.05353], [-1.99165, -1.69998, 1.19022], [-1.50566, -2.08286, 2.96231], [-2.65676, 0.43405, 1.44815], [-2.85424, -2.14153, -2.02625], [-1.94328, -3.60700, 0.07167], [1.31089, -1.89690, -1.87704], [-2.36932, -0.95218, 4.15342], [-1.90763, -3.85178, 3.43439], [-4.56067, 2.08927, -0.15698], [-4.91728, 0.43105, -2.70050], [-2.98947, -3.91142, 3.63258], [-1.37567, -4.09654, 4.36607], [-1.65819, -4.60784, 2.67971], [-2.17503, 0.09935, 3.91634], [-1.98504, -1.15822, 5.16020], [-3.45176, -1.12605, 4.14563], [-5.84297, 0.14591, -2.17532], [-4.57819, -0.42331, -3.30234], [-5.15309, 1.26544, -3.37913], [-5.33813, 1.51230, 0.35722], [-5.02720, 2.92857, -0.68692], [-3.84131, 2.48286, 0.57048], [0.34653, -1.72029, 3.02876], [-2.34986, 2.09614, -2.24312], [1.27125, -2.30638, 1.55625], [0.77051, -2.09090, 3.97733], [0.42387, -0.61603, 3.01685], [-0.96412, 1.04019, -2.71396], [-1.98478, 2.77825, -1.45304], [-2.74438, 2.67241, -3.09326], [0.45388, 2.04547, -3.27461], [-1.61575, -0.08980, -4.04016], [1.06066, -4.18264, 1.61298], [3.04189, -1.89809, 1.97304], [3.46804, -0.56040, 1.34504], [3.61867, -2.71212, 1.50134], [3.33238, -1.87676, 3.47113], [2.79796, -1.04986, 3.95354], [4.40741, -1.70623, 3.61091], [3.07160, -2.81364, 3.97521], [3.36685, -0.54292, 0.25311], [4.52207, -0.37028, 1.59075], [2.88080, 0.27195, 1.75404], [-0.03186, -4.32002, 1.63991], [1.68605, -4.78104, 2.86947], [1.58483, -4.89769, 0.35989], [1.23313, -4.41981, 3.80222], [2.76425, -4.57764, 2.88978], [1.56167, -5.87301, 2.84187], [0.98417, -4.68236, -0.53246], [1.55345, -5.98210, 0.53756], [2.62915, -4.62830, 0.15537], [-2.52096, -0.54410, -3.60102], [-0.65040, -1.22675, -4.40437], [-2.01392, 0.73263, -5.27025], [-2.77440, 1.49656, -5.05653], [-2.43034, 0.05169, -6.02593], [-1.13734, 1.22257, -5.71587], [-0.66150, -2.03109, -3.65840], [0.38241, -0.86688, -4.50295], [-0.95293, -1.65858, -5.36859], [1.44692, 2.38162, -2.15805], [-0.00325, 3.32788, -3.96659], [0.94350, 1.38090, -4.00581], [-0.40256, 4.04061, -3.23575], [-0.75503, 3.16598, -4.74846], [0.87462, 3.79356, -4.42802], [1.08530, 3.22230, -1.55106], [2.39651, 2.69268, -2.61392], [1.64998, 1.53503, -1.48896], [2.22528, -3.28204, -2.68163], [2.98162, -2.82770, -3.35144], [1.49081, -3.88845, -3.23760], [2.73661, -3.87744, -1.91427], [-1.35444, 2.32789, 1.20598], [-0.14918, 2.01370, 1.23097], [0.35582, 0.82058, 1.02512], [0.90879, 3.09153, 1.46946], [2.21321, 2.91674, 0.98516], [3.20075, 3.91161, 1.15460], [2.92188, 5.07759, 1.88288], [1.62237, 5.26535, 2.38017], [0.61745, 4.29579, 2.14103], [1.31847, 6.41767, 3.18579], [2.24238, 7.23961, 3.39030], [0.16244, 6.53806, 3.64758], [4.47026, 3.71598, 0.51396], [4.62121, 2.65781, -0.14449], [5.35190, 4.58830, 0.62807], [2.45375, 1.99688, 0.46013], [3.69673, 5.81706, 2.05443], [-0.38517, 4.48449, 2.50963]],
  "forces_ev_per_angstrom": [[1.5, -0.8, 1.2], [-0.7, -0.4, -0.6], [-0.6, -0.9, 0.4], [-0.6, 1.1, -0.1], [0.2, -0.3, -0.3], [0.1, 0.2, 0.5], [-0.3, -0.2, 0.2], [-0.4, 0.1, -0.8], [0.3, 0.1, 0.1], [0.2, -0.1, 0.2], [0.1, 0.1, -0.2], [0.8, -0.9, -0.1], [0.1, 0.1, 0.1], [0.0, -0.1, 0.1], [-0.1, 0.1, 0.1], [-0.2, 0.1, 0.0], [0.3, -0.1, 0.0], [-0.2, -0.1, -0.2], [-0.1, 0.2, 0.2], [0.0, -0.1, 0.1], [-0.2, 0.1, -0.1], [0.2, 0.0, 0.0], [0.2, 0.0, -0.3], [-0.1, 0.2, 0.2], [-0.1, -0.3, 0.1], [0.1, 0.2, 0.0], [0.0, 0.0, 0.2], [-0.1, 0.0, -0.1], [-0.2, 0.3, -0.3], [-0.2, 0.3, -0.3], [0.2, -0.5, 2.6], [0.2, 0.0, -0.5], [0.1, -0.3, -0.1], [-0.3, -0.4, 0.5], [-0.1, -0.1, -0.3], [0.1, 0.1, 0.3], [-0.1, -0.1, -0.6], [0.0, 0.5, 0.0], [-0.5, 0.3, -0.9], [0.4, 0.0, -1.1], [0.1, 0.2, 0.0], [-0.1, 0.2, 0.0], [-0.2, -0.1, 0.4], [0.2, -0.2, -0.1], [-0.2, 0.0, -0.1], [0.1, 0.3, 0.0], [0.0, 0.0, 0.2], [-0.3, 0.0, -0.1], [0.1, -0.2, -0.1], [0.4, 0.1, 0.0], [0.2, 0.0, 0.3], [0.1, 0.0, 0.0], [0.1, 0.0, -0.3], [-0.2, -0.1, 0.1], [0.0, 0.3, 0.0], [0.1, 0.1, 0.3], [0.0, 0.3, -0.1], [-0.2, -0.1, 0.0], [0.4, 0.3, -0.1], [0.0, 0.0, -0.1], [-0.1, -0.2, -0.4], [0.2, -0.2, 0.0], [0.0, 0.2, 0.1], [-0.2, -0.1, 0.1], [0.0, 0.3, -0.1], [-0.2, -0.1, 0.0], [0.1, 0.1, 0.2], [0.1, -0.1, 0.0], [0.2, 0.2, -0.3], [0.0, 0.2, 0.1], [0.0, -0.2, -0.1], [0.2, 0.1, 0.2], [-0.2, 0.0, 0.0], [0.0, -0.3, 0.0], [-0.2, -0.1, 0.2], [0.0, 0.2, -0.2], [0.1, 0.5, -0.2], [-0.6, -0.3, 0.4], [0.4, 0.4, 0.3], [-0.3, 0.3, -0.3], [1.1, -0.6, -0.1], [0.3, 1.0, 0.1], [-0.8, 0.3, -0.4], [0.9, 0.7, 0.2], [-1.0, -0.7, 0.2], [1.1, -0.2, -0.8], [-0.7, 0.5, 0.5], [0.8, -1.6, -1.0], [-0.8, -0.1, 0.2], [0.0, 1.6, 1.0], [-1.8, -1.2, -0.2], [1.9, -0.1, -0.8], [-1.9, 0.4, 1.1], [0.2, -0.6, -0.3], [0.4, 0.4, 0.1], [0.1, 0.4, 0.2], [-0.1, -0.2, -0.1], [0.2, -0.1, 0.0]]
}